(1)
This record from OMol25 describes a cluster of 5 separate species, C14H47N3O17P5 in total in a non-equilibrium geometry. The level of theory is ωB97M-V/def2-TZVPD.

Geometry as XYZ:
```
86
Properties=species:S:1:pos:R:3:forces:R:3:mulliken_charge:R:1
C 1.0706 2.3253 -2.8662 -0.075 -0.373 -0.720 -0.726
C 1.5241 3.1897 -4.0557 -0.398 -0.414 0.626 -0.640
N 2.6174 4.1136 -3.7634 -0.367 0.401 -0.839 -0.562
N 3.8368 3.4469 -3.5084 1.458 -0.422 -0.381 0.220
P 4.9660 4.6116 -2.6085 -1.343 2.251 2.268 0.184
N 5.4337 5.6213 -3.8463 0.509 -1.636 -0.082 -0.492
O 6.1998 3.6824 -2.1401 -0.039 -0.461 -1.078 -0.409
H 0.7035 1.3875 -3.2847 -0.082 -0.073 0.182 0.266
H 0.2324 2.7771 -2.3414 0.186 0.126 0.247 0.250
H 1.8817 2.0513 -2.1868 -0.049 0.107 0.151 0.254
H 1.8118 2.5602 -4.8978 0.155 0.115 -0.075 0.354
H 0.6647 3.7755 -4.3736 0.190 0.231 -0.186 0.401
H 2.4040 4.7963 -3.0460 0.213 -0.216 0.327 0.309
H 4.2887 3.2180 -4.4004 -0.407 -0.128 -0.197 0.438
H 3.7483 2.5586 -2.9930 -0.159 0.123 0.191 0.227
H 5.6836 6.5240 -3.4621 -0.072 0.153 -0.170 0.302
H 6.1937 5.2248 -4.3958 0.025 0.489 -0.371 0.285
H 6.4069 3.9244 -1.2285 0.049 -0.224 0.153 0.364
C 6.2116 0.3177 -2.1173 -0.067 -0.038 0.145 -0.343
O 5.0858 -0.5671 -2.0072 2.548 -1.009 -0.557 -0.331
P 5.2304 -1.9163 -1.0532 -4.823 -0.248 3.195 1.029
O 4.0381 -2.6798 -1.4273 0.257 -0.134 -0.713 -0.690
O 5.0772 -1.0830 0.3327 0.403 -0.137 0.094 -0.222
C 3.8833 -0.3497 0.5772 -0.016 0.311 -0.066 -0.693
O 6.1889 -3.0145 -0.3496 1.754 1.363 -2.008 -0.331
C 7.4217 -2.5887 0.2771 0.078 0.008 0.328 -0.585
H 5.8718 1.2245 -2.6097 -0.004 -0.028 -0.049 -0.160
H 6.6014 0.5848 -1.1306 -0.030 0.000 -0.005 0.313
H 7.0047 -0.1332 -2.7143 0.002 0.068 -0.042 0.362
H 3.0329 -0.7832 0.0507 0.049 -0.056 -0.040 0.351
H 4.0146 0.6926 0.2720 -0.048 0.000 -0.028 0.186
H 3.6954 -0.3736 1.6482 0.072 -0.052 0.008 0.266
H 7.2012 -2.0863 1.2181 -0.063 0.033 -0.041 0.299
H 7.9887 -1.9202 -0.3693 0.054 -0.032 -0.012 0.265
H 8.0237 -3.4705 0.4784 -0.112 -0.092 -0.141 0.244
C -6.4244 2.0959 -2.1822 -0.154 -0.193 -0.028 -0.744
O -5.1609 2.5135 -2.7628 -1.299 1.466 2.579 -0.361
P -3.9034 2.8152 -1.7486 4.956 -2.409 -3.862 1.193
O -2.9760 3.4643 -2.7026 -0.276 0.549 0.208 -0.720
O -3.5784 1.2371 -1.5199 0.097 0.086 0.800 -0.289
C -3.2998 0.4225 -2.6526 -0.325 -0.195 -0.142 -0.674
O -3.1933 3.2347 -0.3386 -3.059 0.408 0.523 -0.352
C -3.6876 2.6755 0.8998 0.099 -0.079 0.186 -0.642
H -7.0685 1.7602 -2.9885 0.064 0.058 -0.068 0.323
H -6.2830 1.2697 -1.4822 0.041 0.012 -0.019 0.316
H -6.9061 2.9269 -1.6722 -0.072 -0.016 -0.037 0.336
H -2.8835 1.0081 -3.4722 -0.034 0.085 0.035 0.318
H -4.2088 -0.0793 -2.9863 0.003 0.022 -0.075 0.234
H -2.5803 -0.3349 -2.3457 0.004 0.045 0.092 0.252
H -3.3786 1.6351 0.9900 -0.016 -0.005 -0.115 0.264
H -4.7731 2.7386 0.9619 -0.007 0.013 0.050 0.303
H -3.2578 3.2471 1.7185 0.028 0.107 -0.109 0.254
C 7.6664 -5.4887 3.7735 0.108 -0.114 0.184 -0.670
O 7.4600 -4.2546 4.4901 -1.526 -1.208 -2.856 -0.323
P 5.8954 -3.7020 4.6853 1.092 3.737 6.490 1.211
O 6.2929 -2.3522 5.1502 0.125 0.197 -0.688 -0.724
O 5.5510 -4.7386 5.8799 -0.720 -0.348 -0.646 -0.350
C 6.4166 -4.7973 7.0132 0.362 -0.273 0.055 -0.697
O 4.3154 -3.3356 4.4122 0.689 -2.242 -2.568 -0.267
C 3.3844 -4.3847 4.0596 -0.211 -0.027 0.109 -0.680
H 8.7029 -5.7854 3.9120 0.020 0.088 0.043 0.268
H 7.0217 -6.2826 4.1606 0.000 0.019 0.004 0.355
H 7.4778 -5.3523 2.7077 0.040 -0.035 -0.008 0.202
H 6.9281 -3.8493 7.1724 -0.046 0.046 -0.106 0.350
H 7.1498 -5.5943 6.8838 0.042 0.037 -0.001 0.252
H 5.8036 -5.0285 7.8813 -0.113 0.013 -0.082 0.250
H 3.1472 -4.9850 4.9370 0.098 0.012 0.029 0.269
H 3.7830 -5.0275 3.2759 -0.065 0.001 -0.042 0.319
H 2.4747 -3.9146 3.6946 0.084 0.115 -0.015 0.244
C -12.8119 0.2804 0.0526 -0.092 -0.172 -0.029 -0.671
O -11.6319 0.6118 -0.7073 -0.641 1.747 2.421 -0.329
P -10.2140 0.8170 0.1049 3.693 -3.414 -3.234 1.003
O -9.3552 1.4174 -0.9246 -0.193 0.775 0.088 -0.583
O -10.0013 -0.7862 0.2899 0.255 -0.032 0.404 -0.291
C -9.9103 -1.6101 -0.8696 -0.339 -0.152 -0.071 -0.669
O -9.3984 1.1041 1.4837 -2.776 1.041 0.508 -0.319
C -9.8704 0.5304 2.7229 0.115 -0.103 0.181 -0.625
H -13.5901 -0.0030 -0.6504 0.069 0.043 -0.088 0.238
H -12.6231 -0.5613 0.7241 0.051 0.005 -0.036 0.321
H -13.1527 1.1407 0.6283 -0.042 0.004 -0.036 0.294
H -9.5322 -1.0535 -1.7264 -0.008 0.073 0.033 0.321
H -10.8883 -2.0306 -1.1083 -0.006 0.026 -0.072 0.242
H -9.2296 -2.4273 -0.6410 0.029 0.044 0.077 0.246
H -9.6481 -0.5348 2.7496 -0.016 0.004 -0.119 0.279
H -10.9412 0.6822 2.8517 -0.001 0.018 0.046 0.283
H -9.3478 1.0241 3.5380 0.029 0.115 -0.106 0.254
```
Forces are in eV/Å.

Gap between HOMO and LUMO   8.24 eV
Total charge   +1
2S+1   1
ΔE to the lowest compared entry with this formula, charge and spin   129.6 kcal per mole


(2)
This record from OMol25 describes a cluster of 2 separate species, C3H9NO2 in total in a non-equilibrium geometry. The level of theory is ωB97M-V/def2-TZVPD.

Geometry as XYZ:
```
15
Properties=species:S:1:pos:R:3:forces:R:3:mulliken_charge:R:1
N -2.5152 -0.2003 -0.4856 -0.628 0.067 -0.175 -0.331
C -1.8000 -0.9839 0.3415 1.076 0.466 -0.058 0.059
O -1.4234 -0.6263 1.4423 -0.534 -0.536 -0.001 -0.544
H -2.7399 -0.4803 -1.4255 0.009 -0.062 0.139 0.211
H -2.8820 0.6711 -0.1359 0.054 -0.040 -0.023 0.225
H -1.4027 -1.8798 -0.1656 -0.342 -0.215 0.227 0.323
C 1.8668 0.9572 0.6014 -0.048 -0.122 -0.351 -1.160
C 0.9622 0.3556 -0.4670 -0.996 0.363 0.909 0.200
O 1.3556 -0.9508 -0.8458 -0.066 -0.297 0.057 -0.541
H 1.5393 1.9687 0.8326 -0.012 0.090 0.070 0.319
H 1.8127 0.3656 1.5129 -0.004 -0.037 0.134 0.326
H 2.9011 0.9917 0.2623 0.065 -0.001 -0.002 0.320
H 1.0137 0.9451 -1.3821 -0.185 0.032 0.027 0.325
H -0.0983 0.3528 -0.0394 1.607 0.273 -0.919 -0.058
H 1.4102 -1.4864 -0.0461 0.006 0.018 -0.035 0.327
```
Forces are in eV/Å.

Gap between HOMO and LUMO   10.94 eV
SMILES   NC=O.CCO
2S+1   1
ΔE to the lowest compared entry with this formula, charge and spin   25.8 kcal per mole


(3)
This record from OMol25 describes a structure of composition C5H7O4Yb in a non-equilibrium geometry. The level of theory is ωB97M-V/def2-TZVPD.

Geometry as XYZ:
```
17
Properties=species:S:1:pos:R:3:forces:R:3:mulliken_charge:R:1
H -0.7569 0.2306 -2.9340 -0.042 -0.226 0.312 0.353
Yb -0.1297 -2.5277 -0.9021 -0.204 0.535 -0.204 1.262
O -1.5729 -1.2612 -1.7737 0.050 -0.450 -0.089 -0.741
O -1.5312 0.9836 -1.2164 0.081 0.057 -0.192 -0.372
C -0.8694 1.2483 0.0083 0.124 -0.021 -0.065 -0.285
C 0.5943 0.9789 -0.3111 -1.048 -1.941 -1.346 -0.211
O 0.3734 -0.2715 -1.2203 0.716 0.975 1.050 -0.440
C -0.9305 -0.0957 -1.8930 -0.343 0.543 0.128 0.381
H -1.0671 2.2893 0.2870 0.035 -0.347 -0.017 0.324
H -1.2324 0.5633 0.7913 0.095 0.251 0.004 0.210
H 1.1683 0.5778 0.5301 0.238 0.735 -0.410 0.294
H 1.0123 1.7198 -1.0050 0.277 -0.199 0.784 0.217
H 2.7090 3.2673 0.9833 -0.372 -0.097 0.125 0.301
O 1.0935 3.3610 3.6571 0.082 0.138 -0.575 -0.316
C 1.6629 3.4486 1.2405 0.188 0.697 0.384 -1.213
C 1.3671 3.4611 2.5382 0.068 -0.341 -0.101 0.921
H 1.0998 4.1284 0.5980 0.056 -0.309 0.212 0.317
```
Forces are in eV/Å.

Gap between HOMO and LUMO   6.72 eV
Total charge   +1
2S+1   1
ΔE to the lowest compared entry with this formula, charge and spin   30.6 kcal per mole


(4)
This record from OMol25 describes a structure of composition C6H4ClNO6Sm in a non-equilibrium geometry. The level of theory is ωB97M-V/def2-TZVPD.

Geometry as XYZ:
```
19
Properties=species:S:1:pos:R:3:forces:R:3:lowdin_spin:R:1
Sm -1.0452 0.8772 -1.2967 -0.540 -0.993 2.697 5.020
O -2.4173 -0.3188 2.5139 0.009 -0.005 -0.069 -0.001
C -1.7439 -0.1175 1.5509 -1.372 0.683 -0.426 0.001
O -2.1622 0.5293 0.4276 0.469 -0.595 0.999 -0.016
C -0.3294 -0.5497 1.4757 0.547 -0.391 0.426 0.000
C 0.2273 -1.2143 2.5472 0.180 -0.041 -0.069 0.000
C 1.5629 -1.5771 2.4688 0.117 -0.159 0.274 0.000
C 2.2961 -1.2646 1.3358 -0.074 0.012 0.004 0.000
C 1.6507 -0.6120 0.3081 0.221 -0.069 -0.172 0.001
N 0.3612 -0.2645 0.3646 0.195 0.123 -0.117 -0.003
H -0.3940 -1.4280 3.4031 0.013 -0.002 0.066 0.000
H 2.0326 -2.1009 3.2916 -0.015 0.016 -0.008 0.000
H 3.3413 -1.5192 1.2353 -0.017 -0.025 0.051 0.000
H 2.1865 -0.3677 -0.5991 0.025 0.051 -0.092 0.000
O -0.7599 3.3807 -4.1141 -0.271 -1.231 0.291 0.000
Cl -1.1120 2.0262 -3.8966 -0.404 0.493 -0.892 0.000
O -1.4955 1.2861 -5.0407 0.329 0.599 1.056 0.000
O 0.0099 1.2996 -3.1581 0.393 0.788 -2.115 0.000
O -2.2093 1.9353 -2.8172 0.195 0.745 -1.903 -0.003
```
Forces are in eV/Å.

Gap between HOMO and LUMO (spin up / spin down)   8.76 / 9.26 eV
Total charge   +1
2S+1   6
⟨S²⟩   8.759
ΔE to the lowest compared entry with this formula, charge and spin   0.8 kcal per mole


(5)
This record from OMol25 describes a structure of composition C6H20F3FeN10O8S in a non-equilibrium geometry. The level of theory is ωB97M-V/def2-TZVPD.

Geometry as XYZ:
```
49
Properties=species:S:1:pos:R:3:forces:R:3:lowdin_spin:R:1
Fe 27.8641 12.0703 20.0228 1.452 1.476 -0.243 4.476
C 31.3872 13.6919 22.2743 -1.704 0.942 1.064 0.002
F 31.7854 12.4474 22.4200 -0.170 -0.492 -0.501 0.001
F 32.0185 14.4039 23.2105 -0.043 0.172 -0.762 0.001
F 31.6237 14.1270 21.0440 0.878 0.088 -0.250 0.007
S 29.5072 13.9240 22.5776 -1.709 -2.358 4.503 0.008
O 29.2821 12.9927 23.7027 0.991 0.795 -1.324 0.004
O 29.1761 15.2835 22.9329 0.918 0.169 -1.229 0.008
O 28.7228 13.4344 21.4381 0.247 -0.035 -1.803 0.051
C 29.9397 13.7658 18.1110 0.567 0.113 0.857 0.620
O 29.0833 12.9994 18.7069 -1.335 -1.209 1.334 0.357
N 30.2771 13.5269 16.8061 0.268 -0.149 -2.240 0.940
N 30.5769 14.9211 18.5064 0.246 1.654 2.005 0.387
H 29.5908 13.1839 16.1132 -0.335 -0.180 -0.494 0.165
H 31.1983 13.8317 16.4613 0.199 -0.412 -0.193 0.096
H 30.5214 15.2399 19.4648 -0.501 -0.123 -0.118 0.015
H 31.1395 15.5509 17.9573 -0.067 -0.523 -0.539 0.031
C 30.0383 9.9025 20.9778 0.974 0.612 -0.926 0.021
O 29.1160 10.6494 20.5934 -0.343 0.460 -0.325 0.085
N 31.1741 9.7980 20.2581 -0.425 0.047 -0.607 0.014
N 29.8922 9.2422 22.1054 -0.336 -0.724 1.879 0.007
H 32.0603 9.4210 20.5454 -0.275 -0.186 0.459 0.002
H 31.1591 10.2131 19.3390 -0.065 0.099 0.042 0.025
H 29.3124 9.6808 22.8062 -0.216 -0.078 -0.194 0.001
H 30.4087 8.4392 22.4223 0.426 0.227 -0.351 0.001
C 25.7419 14.5457 19.9969 1.732 -1.157 0.241 0.022
O 26.5092 13.5696 19.8115 -1.063 -0.005 -0.497 0.074
N 24.5619 14.6892 19.3800 -0.057 -0.047 -0.079 0.011
N 26.0497 15.5107 20.8590 -0.717 0.918 0.311 0.005
H 24.2677 14.0359 18.6735 0.008 0.187 -0.017 0.010
H 24.1104 15.5769 19.5139 -0.489 -0.206 -0.444 0.002
H 26.7920 15.5167 21.5437 0.347 -0.333 -0.320 0.000
H 25.3766 16.2583 20.8684 0.372 0.328 0.550 0.001
C 27.3460 11.0706 17.2364 -1.100 -0.828 -1.004 0.084
O 27.2875 10.9610 18.4829 0.279 0.252 1.043 0.100
N 27.7625 10.0540 16.4729 0.466 -0.317 0.536 0.072
N 26.8193 12.0878 16.5453 -0.463 0.516 -0.036 0.071
H 27.7429 10.1251 15.4675 0.234 0.046 -0.022 0.050
H 28.3024 9.3147 16.8951 -0.026 0.012 -0.016 0.021
H 26.6182 11.8815 15.5761 0.169 0.374 -0.123 0.050
H 26.1454 12.6950 16.9901 0.282 0.035 0.221 0.020
C 25.5358 11.4097 22.1624 -0.366 0.005 1.648 0.012
O 26.5848 11.3920 21.5029 -0.075 0.050 -0.755 0.057
N 24.7586 12.4582 22.4848 0.063 1.117 -0.917 0.003
N 25.1280 10.3257 22.8391 0.469 -2.010 -0.041 0.005
H 24.0063 12.3276 23.1337 -0.048 0.048 0.006 0.000
H 24.8243 13.3609 22.0463 0.265 -0.134 0.013 0.000
H 25.6397 9.4603 22.7691 0.212 0.250 -0.246 0.000
H 24.2761 10.2199 23.3585 -0.136 0.517 -0.098 0.001
```
Forces are in eV/Å.

Gap between HOMO and LUMO (spin up / spin down)   2.75 / 6.11 eV
Total charge   +1
2S+1   9
⟨S²⟩   20.013
ΔE to the lowest compared entry with this formula, charge and spin   33.1 kcal per mole


(6)
This record from OMol25 describes a structure of composition C12H19NSn in a non-equilibrium geometry. The level of theory is ωB97M-V/def2-TZVPD.

Geometry as XYZ:
```
33
Properties=species:S:1:pos:R:3:forces:R:3:mulliken_charge:R:1
C 1.3626 2.7203 0.5000 0.574 0.034 -0.579 -0.417
C 1.9853 2.1986 -0.6732 0.093 0.648 0.789 -0.670
C 2.6559 0.9806 -0.3165 -0.304 -0.003 0.125 -0.444
C 2.4492 0.7691 1.0924 0.129 0.762 0.223 -0.715
C 1.6332 1.8318 1.5806 0.748 -0.090 -0.192 -0.446
Sn 0.3142 0.3289 -0.1586 -1.735 0.917 1.559 0.893
C -1.1064 1.3370 -1.5111 0.737 -0.750 0.199 -0.936
C -1.8951 1.8319 -0.3229 -0.387 1.697 0.580 0.674
C -2.6350 2.9867 -0.2904 0.994 -0.995 -0.631 -1.076
N -1.5447 1.0845 0.7687 0.640 -1.113 -0.398 -0.460
H 3.2792 0.3797 -0.9740 -0.134 0.136 0.189 0.529
H 1.9751 2.6504 -1.6669 -0.077 -0.229 0.402 0.493
H 2.9101 -0.0164 1.6906 -0.328 0.164 -0.242 0.523
H 1.3526 1.9979 2.6250 -0.016 -0.224 -0.548 0.421
H 0.8080 3.6640 0.5670 0.125 -0.660 -0.104 0.400
H -0.6520 2.0895 -2.1512 -0.238 -0.181 -0.121 0.349
H -1.9593 1.3117 1.6631 -0.003 0.195 -0.143 0.129
H -1.4463 0.4305 -2.0195 -0.674 0.552 -0.300 0.376
H -2.6757 3.5953 -1.1930 -0.386 -0.105 0.326 0.275
H -3.0184 3.3414 0.6654 -0.036 0.021 -0.365 0.258
C 0.1321 -2.5812 -1.3784 -0.230 -0.234 0.157 -1.244
C -0.6331 -2.4252 -0.0486 0.156 0.162 0.177 0.767
C -0.8548 -3.7631 0.6435 -0.088 -0.038 -0.234 -1.556
C 0.1381 -1.5289 0.9203 0.442 0.404 -0.882 -1.325
H 1.1353 -2.9961 -1.1974 -0.253 0.040 -0.073 0.288
H 0.2651 -1.6264 -1.9217 -0.107 -0.291 0.146 0.298
H -0.4223 -3.2537 -2.0469 0.259 0.134 0.072 0.398
H -1.6126 -1.9441 -0.2566 0.381 -0.267 0.107 0.183
H 0.1245 -4.1919 0.8949 -0.255 -0.097 -0.055 0.331
H -1.4091 -3.5991 1.5746 0.047 -0.192 -0.188 0.386
H -1.4084 -4.4454 -0.0094 0.057 -0.106 0.237 0.412
H -0.4184 -1.2977 1.8419 0.344 -0.029 -0.361 0.461
H 1.1710 -1.8605 1.1081 -0.475 -0.262 0.128 0.445
```
Forces are in eV/Å.

Gap between HOMO and LUMO   6.99 eV
2S+1   1


Going through the records in order, we get energy values of -100995.7907, -8841.8359, -45009.7424, -50475.7842, -91193.7350, -20069.8687 eV.